Entry 1:
The following is a quantum chemistry calculation of 2 unconnected molecules or ions with the total composition C22H18BrF7I2O9S2 in a non-equilibrium geometry, from OMol25.

ORCA input file:
```
! wB97M-V def2-TZVPD RIJCOSX def2/J DEFGRID3
* xyz 0 1
C -1.93107 2.89222 1.06311
C -1.35067 1.75899 1.96411
I -2.11770 1.52961 3.98162
C -0.38867 0.88344 1.51675
I 0.32434 -0.65632 2.85144
C 0.17329 0.96010 0.08251
C 1.27971 1.88513 -0.22612
C 1.84352 2.00990 -1.57212
Br 3.30802 3.28107 -1.88107
C 1.29100 1.18648 -2.67099
C 1.93082 1.32583 -4.09059
C 3.00769 0.17907 -4.32161
O 3.18701 0.05703 -5.75197
C 3.79467 -1.12739 -6.11337
O 3.86300 -1.37134 -7.28769
C 0.17048 0.27973 -2.37923
C -0.37478 0.15591 -0.99957
C -1.54378 -0.87073 -0.82124
O -1.68777 -1.53982 0.16196
C -2.49715 -0.97973 -2.07130
C -2.03216 -0.83455 -3.33944
S -3.13911 -0.94685 -4.77957
O -2.27896 -0.93866 -5.96644
O -3.84798 -2.23084 -4.79653
C -4.28888 0.51177 -4.98277
F -3.60330 1.45687 -5.72034
F -5.36306 0.15619 -5.76131
C -4.76286 1.23733 -3.66482
F -5.46031 2.36248 -4.08451
F -3.71605 1.74410 -2.91549
C -5.77063 0.41800 -2.75225
F -7.04059 0.86047 -3.05698
F -5.77857 -0.91724 -2.97588
F -5.60574 0.72952 -1.42551
C -0.48071 -0.59377 -3.50655
O 0.18173 -1.05864 -4.38871
H -1.25927 3.15757 0.20100
H -2.22086 3.79749 1.66537
H -2.90577 2.49675 0.64579
H 1.70953 2.53162 0.57749
H 1.12280 1.14774 -4.84292
H 2.42679 2.30969 -4.26218
H 4.00423 0.43344 -3.87603
H 2.63636 -0.77385 -3.86776
H 4.20664 -1.87686 -5.38122
H -3.56954 -1.18683 -1.82821
O 1.50365 -1.44495 6.09095
S 1.94421 -1.18303 7.43035
O 2.50217 0.08158 7.80558
O 2.94834 -2.35097 7.88615
C 4.09129 -2.62380 7.06569
C 5.17842 -1.58140 7.24698
C 0.63391 -1.57083 8.54996
H 3.79789 -2.71130 6.01658
H 4.47290 -3.59758 7.37579
H 4.85808 -0.60891 6.87028
H 6.08197 -1.87059 6.70757
H 5.41902 -1.45502 8.30409
H 0.22923 -2.54805 8.29565
H -0.13214 -0.80463 8.44018
H 1.02538 -1.56264 9.56535
*
```

Computed properties:
Electronic energy, hartree: -6190.930156
Highest occupied orbital energy, eV: -8.99
Kohn-Sham gap, eV: 6.9
ΔE to the lowest compared entry with this formula, charge and spin, kcal per mole: 58.27

Entry 2:
The following is a quantum chemistry calculation of a molecular structure, C25H21Br3CaN7O5 in a non-equilibrium geometry, from OMol25.

ORCA input file:
```
! wB97M-V def2-TZVPD RIJCOSX def2/J DEFGRID3
* xyz -1 1
Ca 0.19154 0.66750 0.46308
N -1.95951 1.81234 -0.87583
C -1.31427 3.13479 -1.05480
C -0.72914 3.53325 0.30328
O -1.46790 4.19267 1.07782
N 0.46376 3.01373 0.54339
C 1.05730 3.27189 1.87591
C 1.63127 1.97713 2.50044
O 2.79648 1.94372 2.88723
O 0.78736 1.00000 2.51910
H -2.39973 1.49577 -1.73243
H -2.69073 1.89146 -0.17627
H -2.00757 3.91401 -1.38212
H -0.51440 3.00781 -1.78427
H 0.31613 3.67634 2.57249
H 1.87183 3.99513 1.78858
Br 7.23995 0.32101 -0.79090
C 5.37568 0.37411 -0.48173
C 4.67863 1.54913 -0.66003
C 3.31966 1.53083 -0.39600
N 2.66368 0.44421 0.00723
C 3.35367 -0.68409 0.15960
C 4.71985 -0.76739 -0.06456
C 2.57967 -1.88696 0.63427
C 3.10164 -3.17167 0.52790
C 2.35728 -4.21679 1.03459
Br 3.01421 -5.98188 0.90189
C 1.13617 -3.98022 1.63424
C 0.69877 -2.66722 1.66508
N 1.38482 -1.64464 1.16812
H 5.16468 2.46039 -0.97515
H 2.71380 2.42448 -0.50136
H 5.26825 -1.68078 0.10621
H 4.05090 -3.36276 0.05123
H 0.53562 -4.77665 2.04737
H -0.26072 -2.42730 2.10907
Br -2.28402 -4.29636 -5.14979
C -1.70033 -2.53734 -4.76701
C -1.78798 -1.56347 -5.74807
N -1.39290 -0.30690 -5.55030
C -0.88613 -0.00515 -4.35330
C -0.77661 -0.91493 -3.31110
C -1.20255 -2.21604 -3.52054
C -0.23423 -0.50690 -1.96643
O -0.57667 -1.17751 -0.95531
O 0.51351 0.49894 -1.94773
H -2.19296 -1.81034 -6.72238
H -0.54099 1.00918 -4.19574
H -1.14990 -2.93733 -2.71634
N -2.70492 2.32696 2.93903
C -3.06874 1.04341 2.66953
C -4.19432 0.46694 3.29812
C -4.51969 -0.83307 3.01461
C -3.75206 -1.56012 2.10128
C -2.67585 -0.91370 1.53297
N -2.31280 0.34615 1.81605
H -3.37784 2.89245 3.42532
H -2.09024 2.84186 2.30497
H -4.78226 1.05754 3.98885
H -5.38080 -1.28542 3.49342
H -3.98449 -2.57989 1.83088
H -2.07287 -1.42231 0.78634
*
```

Computed properties:
Electronic energy, hartree: -10124.765669
Highest occupied orbital energy, eV: -5.17
Kohn-Sham gap, eV: 7.2
ΔE to the lowest compared entry with this formula, charge and spin, kcal per mole: 2.62

Entry 3:
The following is a quantum chemistry calculation of a molecular structure, C25H52BrCeN7O2Si in a non-equilibrium geometry, from OMol25.

ORCA input file:
```
! wB97M-V def2-TZVPD RIJCOSX def2/J DEFGRID3
* xyz 2 1
Ce -0.52371 0.32086 -0.26777
C -2.57141 3.27836 1.37163
C -1.04911 3.44716 1.48833
N -0.36011 2.21736 1.88553
C -0.51191 1.82856 3.28893
C -1.81021 1.03916 3.53653
N -2.07141 0.09556 2.44683
C -3.47821 -0.01404 2.08143
C -4.00951 1.27116 1.39653
N -2.95871 2.02646 0.70663
H -3.00121 3.31216 2.37413
H -2.95091 4.15436 0.82993
H -0.63771 3.74176 0.51673
H -0.86071 4.26886 2.19753
H 0.63309 2.38706 1.72463
H 0.34239 1.19476 3.53763
H -0.49361 2.69536 3.96783
H -2.64291 1.73466 3.61283
H -1.72571 0.52726 4.50173
H -1.73911 -0.82234 2.72953
H -3.55871 -0.84644 1.37823
H -4.12291 -0.23664 2.94603
H -4.77951 0.96716 0.68293
H -4.50911 1.89936 2.14053
H -3.28471 2.25296 -0.22617
N -2.38511 1.53996 -2.20557
C -3.26431 0.73476 -3.06507
C -3.63641 -0.59254 -2.38697
N -2.47731 -1.36024 -1.91287
C -1.85881 -2.19844 -2.95507
C -0.67481 -1.52244 -3.65077
N 0.37499 -1.23404 -2.67247
H -1.43491 1.52226 -2.58957
H -2.66621 2.51646 -2.26397
H -4.20081 1.26906 -3.25747
H -2.80931 0.53246 -4.04097
H -4.26181 -0.36694 -1.51907
H -4.23151 -1.17744 -3.10287
H -2.83761 -2.00134 -1.20857
H -1.48491 -3.10944 -2.48017
H -2.60291 -2.49064 -3.70977
H -0.33111 -2.19064 -4.45257
H -0.98421 -0.58484 -4.11297
H 0.91099 -2.08344 -2.49227
H 1.01949 -0.55884 -3.07737
C 0.68849 -1.81374 3.25753
Si 1.02549 -1.73574 1.33173
C 2.93219 -1.15984 1.25853
C 3.29409 -0.75654 -0.17387
C 3.94389 -2.20044 1.73753
C 3.07399 0.08696 2.13713
C 0.79499 -3.67174 0.90113
C -0.71271 -3.94624 0.86073
C 1.41119 -4.61924 1.93373
C 1.37649 -4.02734 -0.46767
H 1.49569 -2.31644 3.78473
H -0.22641 -2.35474 3.48513
H 0.59439 -0.82424 3.68963
H 3.20769 -1.60114 -0.85467
H 4.32049 -0.39374 -0.21647
H 2.63249 0.04236 -0.52967
H 3.96139 -3.06244 1.07673
H 3.70929 -2.53734 2.74373
H 4.94659 -1.77214 1.75443
H 2.34739 0.84976 1.83963
H 4.07369 0.50796 2.03713
H 2.91959 -0.15784 3.18323
H -1.14241 -3.83854 1.85283
H -0.90921 -4.96074 0.52053
H -1.21761 -3.24184 0.19133
H 0.98359 -4.46104 2.91833
H 2.48589 -4.49054 1.99913
H 1.21559 -5.65344 1.64983
H 0.83999 -3.49704 -1.25187
H 1.28789 -5.09744 -0.65717
H 2.42879 -3.76644 -0.52677
Br 5.48409 5.35606 -1.61807
C 4.00569 4.55326 -2.50307
C 3.76969 4.80176 -3.85247
N 2.75819 4.25616 -4.49637
C 1.94659 3.44216 -3.85077
C 2.09759 3.13486 -2.49977
C 3.15639 3.71226 -1.80727
C 1.14469 2.21306 -1.81647
O 0.39509 1.50066 -2.52757
O 1.10679 2.16326 -0.56247
H 4.41369 5.45046 -4.42977
H 1.14369 3.01096 -4.43237
H 3.30699 3.49156 -0.76177
*
```

Computed properties:
Electronic energy, hartree: -4855.725653
Highest occupied orbital energy (alpha / beta), eV: -13.50 / -13.50
Kohn-Sham gap (alpha / beta), eV: 5.2 / 5.2

Entry 4:
The following is a quantum chemistry calculation of a molecular structure, C32H43Cl2MoN2OP3S in a non-equilibrium geometry, from OMol25.

ORCA input file:
```
! wB97M-V def2-TZVPD RIJCOSX def2/J DEFGRID3
* xyz 2 3
P 1.19851 1.20612 -2.15762
C 2.94699 1.42586 -2.43538
C 3.55556 0.84771 -3.56431
H 2.97712 0.18907 -4.21450
C 4.88646 1.14903 -3.85232
H 5.34782 0.71845 -4.74177
C 5.61090 1.99718 -3.00619
H 6.65001 2.23199 -3.24309
C 5.01432 2.53935 -1.86025
H 5.58540 3.19321 -1.20028
C 3.68358 2.25015 -1.56270
H 3.20343 2.66206 -0.67341
C 0.60319 -0.21569 -3.06897
C 1.19489 -1.47590 -2.83832
H 2.06433 -1.55855 -2.17926
C 0.67113 -2.60601 -3.46454
H 1.10856 -3.58487 -3.25964
C -0.39128 -2.47607 -4.36520
H -0.78463 -3.35791 -4.87348
C -0.94905 -1.22196 -4.62680
H -1.76146 -1.11059 -5.34769
C -0.47349 -0.09043 -3.96695
H -0.89950 0.89584 -4.17012
C 0.29037 2.70699 -2.51515
C 0.61270 3.38350 -3.70799
H 1.39359 2.98166 -4.35805
C -0.06875 4.55046 -4.04548
H 0.17934 5.05720 -4.97850
C -1.05425 5.05606 -3.18888
H -1.58784 5.96625 -3.46470
C -1.34646 4.40892 -1.98323
H -2.10761 4.81023 -1.31284
C -0.66333 3.24444 -1.62795
H -0.83918 2.77307 -0.65710
Mo -0.11371 0.09636 2.23891
C -1.78572 -1.18341 1.81276
C -2.20440 -1.32411 0.51910
H -2.33402 -1.70066 2.60277
C -1.35223 -0.61490 -0.50900
O -2.19808 0.36160 -1.18057
H -1.64503 1.02187 -1.65304
C -0.22151 0.02268 0.24014
H -0.95090 -1.31890 -1.26512
C 0.86172 0.72772 -0.05067
Cl -0.46815 -1.14248 4.46203
Cl 2.30295 0.72204 2.93276
P 1.47447 -2.39591 2.20420
C 2.35803 -2.81031 3.73041
H 1.63011 -3.15877 4.47227
H 2.84327 -1.89904 4.10111
H 3.09795 -3.58379 3.49053
C 0.45309 -3.84179 1.79562
H -0.02842 -3.67428 0.82231
H -0.32604 -3.94251 2.56266
H 1.09856 -4.72914 1.76468
C 2.73352 -2.31875 0.89934
H 3.26697 -1.36348 0.99177
H 2.24232 -2.36580 -0.08196
H 3.41616 -3.16652 1.04193
P -3.76662 -2.09191 0.00876
C -4.34140 -3.11477 1.34829
C -3.37085 -3.03897 -1.45962
H -4.50802 -2.50597 2.24688
H -3.61174 -3.90537 1.57084
H -5.29038 -3.57393 1.03625
H -2.97114 -2.37919 -2.24252
H -4.28654 -3.52904 -1.81734
H -2.61952 -3.80238 -1.21253
C -4.89488 -0.75267 -0.34804
H -5.04367 -0.15591 0.56173
H -5.85401 -1.16962 -0.68208
H -4.44851 -0.11517 -1.12162
H 1.71893 1.05280 0.54788
S -1.09755 2.05598 2.86917
C -0.80704 2.16304 4.57720
N 0.37677 2.40219 5.15021
C 0.32420 2.16646 6.58404
C -1.13104 1.78455 6.82973
N -1.74580 1.94064 5.51583
H 1.24664 2.38584 4.61410
H 0.58096 3.08631 7.11726
H 1.02152 1.37328 6.87848
H -1.60838 2.46040 7.54166
H -1.23171 0.75072 7.18226
H -2.64250 1.54812 5.27097
*
```

Computed properties:
Electronic energy, hartree: -3840.287065
<S²>: 2.04
Highest occupied orbital energy (alpha / beta), eV: -12.35 / -12.77
Kohn-Sham gap (alpha / beta), eV: 6.3 / 7.2

Q: Among the records above, which one has the lowest electronic energy?
A: C25H21Br3CaN7O5